Entry 1:
{"formula": "C52H114O18", "method": "ωB97M-V/def2-TZVPD", "e_tot_ev": -92615.821, "homo_ev": -9.00, "elements": ["C", "H", "H", "H", "C", "O", "H", "C", "H", "H", "H", "H", "H", "H", "C", "H", "C", "C", "H", "H", "H", "H", "H", "C", "H", "C", "H", "H", "H", "H", "O", "C", "O", "H", "H", "H", "O", "C", "C", "H", "H", "C", "H", "H", "H", "H", "H", "H", "H", "C", "C", "H", "H", "H", "H", "C", "C", "H", "H", "C", "H", "H", "O", "H", "H", "C", "H", "C", "H", "C", "H", "H", "H", "H", "H", "H", "H", "C", "O", "H", "H", "H", "C", "H", "H", "H", "C", "C", "H", "H", "H", "C", "O", "H", "H", "C", "H", "H", "H", "C", "H", "H", "C", "H", "H", "H", "H", "O", "H", "H", "C", "H", "O", "C", "O", "H", "H", "H", "C", "C", "C", "C", "H", "H", "H", "H", "H", "C", "C", "H", "C", "H", "C", "C", "C", "H", "H", "H", "H", "H", "H", "C", "O", "O", "H", "H", "H", "C", "H", "C", "H", "H", "C", "H", "O", "O", "H", "O", "H", "O", "C", "C", "C", "H", "H", "H", "H", "C", "H", "H", "O", "H", "O", "H", "H", "H", "C", "H", "C", "C", "H", "C", "H", "H"], "coordinates": [[-4.669, 0.811, -1.469], [1.597, 3.168, -1.485], [4.030, -3.892, -6.941], [-0.931, -1.317, 4.321], [0.456, -5.527, -2.401], [-1.315, 3.588, -2.892], [-4.268, -3.107, -3.646], [3.715, 1.659, -3.398], [-3.568, 5.240, 1.258], [-2.544, 0.898, 4.061], [-3.084, -1.188, -5.179], [4.768, -1.793, -0.954], [-1.454, 1.782, -3.675], [2.860, 2.241, -0.733], [3.468, -0.929, 1.498], [-3.952, 3.308, -1.317], [-1.466, -0.160, 1.233], [-4.415, 2.901, -2.236], [4.731, -3.229, -2.811], [0.956, 1.037, 0.418], [-5.666, -0.644, 1.853], [-0.889, 2.499, -0.412], [-7.202, -0.345, 4.287], [-0.657, 2.544, -3.679], [1.353, -7.176, 4.181], [2.572, 2.702, -1.693], [5.342, 3.239, -3.388], [-2.060, -3.652, 2.591], [2.861, -3.927, 3.629], [-3.359, -1.567, 4.873], [-3.989, 1.579, -2.413], [-0.590, -0.649, 5.100], [-1.626, 0.053, 5.759], [3.570, 1.853, -4.445], [-1.239, -4.158, 4.105], [5.087, 2.255, -1.882], [-5.123, 5.519, 3.768], [3.578, -4.429, -4.267], [-0.444, 1.705, 4.480], [0.860, 2.784, -5.193], [4.340, 0.256, -0.978], [-3.914, -2.572, -2.711], [3.156, -1.512, -5.015], [1.431, -5.807, -0.455], [3.669, -4.406, -0.307], [-0.337, -6.175, -2.693], [-5.731, 0.760, -1.677], [-0.467, 3.811, 1.591], [3.993, 4.275, -1.380], [2.035, -4.136, 2.968], [0.418, 0.394, 4.565], [-3.050, 0.341, -4.313], [-4.497, 1.177, -0.465], [2.545, 5.373, 2.522], [-4.186, -3.226, -1.862], [0.196, 0.629, -0.253], [0.178, -4.060, -0.553], [-5.690, -2.467, 5.406], [2.321, -4.072, 1.946], [0.473, 4.368, 1.511], [2.467, -0.908, 0.947], [1.573, -2.239, 3.686], [-4.132, -0.444, 3.298], [5.442, -4.394, -0.483], [1.946, 3.060, 4.468], [-0.522, 4.715, -3.164], [0.748, 0.116, 3.613], [1.015, -3.185, 3.522], [-0.878, -0.425, -3.260], [4.517, -4.946, -0.740], [-3.674, 3.525, 1.600], [1.436, -5.884, -2.724], [3.523, 3.946, 2.630], [-0.959, -1.920, -4.296], [-4.326, 3.876, 4.821], [6.119, -1.890, 0.066], [2.829, -3.774, -4.650], [2.502, 4.333, 2.796], [0.683, -3.326, -1.639], [-1.090, 0.063, 2.292], [-0.444, 2.096, 3.456], [-0.908, -3.849, -0.489], [-4.055, 4.859, 4.393], [-4.593, -1.101, -0.611], [-2.417, 5.694, 3.267], [1.184, 0.645, 5.292], [-4.134, -1.586, 4.156], [-0.151, 4.667, -4.697], [-5.710, 5.713, 1.792], [0.930, -5.615, 4.986], [4.147, 0.644, -3.318], [0.423, -5.511, -0.827], [-4.421, -1.257, -2.657], [0.416, 4.701, -2.580], [-2.999, -0.463, -1.250], [-0.656, -0.862, -4.232], [-5.540, 2.905, -2.313], [-0.707, 2.866, -5.842], [0.616, -3.800, 0.401], [-1.120, 1.471, -0.383], [0.571, 4.744, 0.467], [-1.023, 5.603, -2.764], [0.307, -4.044, -2.772], [-0.720, -1.189, -0.433], [0.281, -1.189, 1.052], [5.682, -4.698, -6.790], [-5.864, 4.097, 2.402], [-1.990, 1.107, 0.630], [2.710, -2.053, -6.659], [0.703, 0.517, -1.186], [-5.232, 4.941, 2.473], [-0.362, -6.211, -0.480], [4.443, -5.080, -2.128], [-2.647, -0.171, -5.195], [-0.170, -2.967, 2.744], [-2.476, 1.809, 5.510], [1.382, -1.191, -3.589], [-2.266, 3.924, 3.472], [4.653, -4.645, -6.432], [2.197, 4.081, 4.245], [-2.981, 4.721, 3.371], [-1.076, -3.939, 2.971], [-0.022, 2.419, 5.185], [-2.803, -2.542, -2.807], [-2.338, -0.812, 1.242], [-0.740, -4.936, 2.542], [4.188, -5.616, -6.424], [-6.434, -0.982, 3.825], [-5.484, -0.210, 2.852], [0.214, 2.124, -3.150], [3.966, -3.973, -2.804], [3.038, 4.293, -2.938], [-4.078, -0.594, -1.450], [4.621, 2.703, -2.759], [4.928, 0.049, -0.072], [-4.066, 3.457, -3.089], [-3.701, 5.522, 5.185], [1.087, 0.343, -4.468], [5.914, 0.498, -0.217], [3.164, -1.028, 2.546], [2.716, -0.264, -6.326], [0.821, -0.727, -4.375], [4.392, -1.954, 1.162], [1.093, 4.844, 4.738], [0.218, 6.652, 5.236], [1.576, 6.802, 4.063], [3.156, -5.469, -4.271], [5.102, -1.471, 0.024], [-5.663, 0.875, 2.761], [-0.106, 3.162, -4.978], [-0.071, -1.255, 5.822], [-0.973, 5.078, -5.262], [1.614, -6.129, 4.269], [0.329, 5.299, 2.115], [-1.236, -0.139, -5.262], [1.671, -5.514, 3.016], [1.937, 6.481, 5.775], [4.766, -4.276, -5.043], [-1.647, 1.201, -1.325], [1.197, -1.424, -5.543], [-0.338, -0.612, 0.375], [1.222, 6.274, 4.973], [-5.483, -1.492, 4.931], [3.569, 1.270, 1.156], [3.088, -3.573, -2.281], [-0.704, -3.824, -3.074], [4.573, -5.912, -0.238], [-1.855, 1.182, 4.894], [4.897, 0.578, 2.065], [-7.014, -1.722, 3.237], [2.433, 1.739, -2.687], [-5.347, -0.715, 5.717], [1.612, 3.643, 1.909], [2.621, -6.147, 4.672], [-4.053, -2.520, 3.647], [0.916, -3.723, -3.651], [-3.808, 4.496, 2.074], [3.101, 4.318, 4.827], [4.225, 0.428, 1.232], [3.595, 3.682, -2.182], [0.698, -3.459, 4.522], [2.553, -1.313, -5.899], [0.743, 5.189, -4.970], [-2.969, 0.424, -6.030]], "mulliken_charge": [-1.08, -1.01, 0.14, -0.15, -0.42, -0.23, 0.28, -0.43, 0.12, -0.11, 0.23, -0.13, -0.43, -0.99, 0.18, 0.17, 0.82, -0.68, 0.68, -0.55, -0.11, 0.52, 0.32, 1.95, 0.26, 1.43, 0.45, 0.23, 0.60, 0.24, -0.17, -0.25, -0.66, 0.40, 0.27, -0.04, -0.42, -0.62, -0.05, 0.22, -0.50, -0.46, 0.25, 0.24, -0.09, 0.39, 0.64, -0.16, 0.45, -0.63, -0.92, 0.00, 0.23, 0.50, 0.37, 0.99, -0.16, 0.40, -0.35, -0.35, -0.20, -0.30, -0.24, 0.27, -0.15, -0.19, -0.15, -0.37, -0.27, -0.37, -0.23, -0.10, 0.28, 0.78, 0.27, 0.32, 0.14, -0.69, 0.61, -1.90, -0.39, 0.23, -0.56, 0.71, 0.06, 0.73, -0.28, -0.79, 0.29, 0.28, 0.16, -0.56, -0.45, -0.14, -0.39, 0.03, 0.31, 0.41, -0.60, 0.35, 0.19, 0.43, -0.32, -1.18, -0.56, 0.24, 0.35, 0.13, 0.19, 0.17, -0.62, 0.37, -0.44, -0.40, 0.86, 0.62, 0.36, -0.64, -0.60, -0.49, 0.83, -0.92, 0.77, -0.02, 0.32, 0.11, 0.33, -0.77, 0.11, -1.19, 0.23, 0.29, 0.13, -0.33, 0.36, 0.14, 0.37, -0.02, 0.64, 0.32, 0.20, -0.13, -0.46, -0.23, 0.22, 0.33, 0.45, -0.57, 0.24, -0.70, 0.63, 0.23, -0.81, 0.25, -0.47, -0.36, 0.30, -0.36, -1.22, -0.58, 2.34, -0.80, -0.75, -0.28, -0.31, 0.33, 0.30, -0.08, 0.30, 0.31, 0.51, 0.29, 0.33, 0.34, 0.20, -0.02, 0.22, 0.54, -0.27, -0.66, 0.97, -0.56, 0.40, 0.33]}



Entry 2:
{"formula": "C52H116F6N6P", "method": "ωB97M-V/def2-TZVPD", "charge": 5, "e_tot_ev": -90298.613, "homo_ev": -20.05, "elements": ["C", "C", "F", "H", "H", "C", "H", "H", "H", "H", "H", "H", "H", "F", "H", "N", "H", "H", "F", "H", "H", "H", "C", "H", "H", "H", "C", "H", "H", "H", "C", "H", "C", "H", "H", "C", "H", "H", "P", "C", "H", "H", "H", "H", "C", "N", "H", "H", "H", "C", "H", "H", "H", "H", "F", "H", "H", "C", "C", "C", "C", "C", "H", "H", "H", "C", "C", "C", "C", "H", "H", "H", "C", "H", "H", "H", "C", "H", "H", "H", "H", "H", "H", "C", "C", "H", "C", "C", "H", "C", "C", "H", "H", "H", "C", "C", "H", "C", "H", "H", "C", "H", "N", "H", "N", "H", "H", "H", "H", "C", "H", "C", "C", "H", "H", "H", "C", "H", "H", "C", "H", "H", "C", "H", "C", "C", "H", "H", "H", "H", "H", "F", "C", "H", "H", "H", "H", "H", "H", "H", "H", "H", "H", "C", "C", "H", "C", "H", "H", "H", "C", "H", "C", "H", "H", "H", "C", "H", "H", "H", "H", "H", "H", "C", "C", "H", "C", "H", "H", "H", "H", "N", "H", "F", "N", "C", "H", "H", "C", "H", "H"], "coordinates": [[-0.977, 3.417, 5.017], [4.816, -2.599, 0.800], [0.190, -0.418, 1.741], [-0.238, -6.713, 2.817], [-0.167, 1.255, 7.504], [-3.156, 3.419, -1.233], [-2.065, 0.074, 6.671], [-1.277, -4.944, -3.659], [-5.189, -5.321, 4.287], [4.735, 6.272, -3.781], [6.338, 3.424, -2.102], [2.158, -5.007, -6.201], [-1.503, -5.522, 4.461], [0.792, 0.957, 0.007], [3.670, -0.710, -0.997], [0.306, -3.471, -3.630], [4.406, 6.360, -2.051], [-4.415, 5.820, 1.030], [-1.052, 0.344, -1.178], [2.086, -4.261, 2.346], [-4.489, 2.036, 5.139], [-2.442, 2.725, 3.414], [-1.073, -4.071, -5.693], [1.678, -6.371, 1.666], [-4.133, 1.063, 6.517], [-2.493, -4.809, 0.800], [-3.680, 1.765, 5.818], [-5.765, -0.895, 2.496], [2.397, -3.737, -3.867], [-5.028, 0.544, -1.355], [1.778, 5.121, -2.109], [-1.529, 2.326, 7.391], [5.174, 2.430, -4.296], [-5.595, 4.291, -2.100], [3.843, -2.989, 0.502], [0.070, 2.834, 5.935], [-5.840, 1.921, 0.313], [-3.402, 0.544, 2.169], [-0.486, 0.041, 0.293], [1.125, -4.319, 1.836], [5.073, -3.042, 1.762], [5.947, 0.981, -1.482], [-4.122, 2.105, 0.800], [1.815, -1.875, 4.003], [4.403, -0.198, -0.373], [4.631, 4.404, -2.763], [-7.409, 2.863, -1.018], [0.003, -1.633, -4.890], [7.015, 1.149, 0.386], [-3.956, 4.871, 0.753], [-3.379, 2.685, 6.320], [-6.931, 1.399, -1.966], [3.907, 4.120, -0.791], [-3.837, 0.971, -2.549], [-1.193, 1.353, 1.037], [-3.212, 4.644, 1.516], [-0.410, -1.468, -3.224], [-4.683, -0.969, 2.607], [0.306, -3.755, -2.138], [-4.963, 2.568, 0.284], [-3.237, -5.926, 3.257], [-1.715, 2.342, 4.131], [1.827, 5.594, -1.128], [0.724, 5.247, -2.357], [0.980, -3.603, 1.026], [-6.953, 2.488, -1.934], [3.465, -0.817, 2.009], [5.029, 1.822, -5.673], [1.690, -1.334, -3.491], [5.616, -2.702, 0.067], [-7.360, 2.389, -3.986], [-0.096, -4.854, -7.407], [-5.167, 3.940, 0.880], [4.130, -2.160, 3.499], [-0.191, -3.113, 3.101], [-4.021, -5.973, 5.359], [3.767, -1.133, 3.462], [1.478, -5.255, -3.789], [-4.562, 1.234, 3.234], [2.458, 7.077, -2.981], [4.030, 0.795, -0.122], [1.457, 0.601, -4.537], [7.723, -0.391, -0.005], [-3.314, 4.868, -0.682], [1.701, 0.144, -3.577], [-0.502, 4.058, 4.274], [2.296, 3.693, -2.036], [-1.857, -4.074, 1.292], [-8.748, 2.449, -3.136], [-0.490, -6.138, 1.926], [5.961, -0.282, 1.496], [-2.445, 2.816, -0.667], [-2.306, -4.032, 4.022], [0.512, 3.673, 6.472], [-4.392, -6.063, 4.338], [-2.069, -5.035, 3.667], [0.852, 2.350, 5.349], [6.032, 4.461, -2.239], [5.265, 4.510, -4.885], [4.590, -0.553, 3.881], [6.779, 0.094, 0.245], [-7.887, 3.985, -3.174], [4.641, -1.020, 1.025], [-3.839, 5.492, -1.404], [-2.442, 1.235, 4.948], [1.295, -3.476, -1.775], [-1.000, 1.876, 3.453], [-5.999, 4.401, 0.348], [1.120, 0.593, -2.771], [-1.015, -4.008, -4.152], [1.770, 3.101, -1.287], [-0.757, 1.837, 6.797], [-1.462, 0.694, 6.008], [-3.735, -5.603, 2.342], [-3.472, 0.789, -0.735], [-1.828, -3.370, -3.805], [0.332, -1.911, -3.888], [-2.897, 3.466, -2.290], [2.601, -1.328, 1.582], [0.099, -4.151, 2.943], [-0.408, -3.119, -1.614], [2.077, -0.133, 4.382], [2.507, -1.134, 4.404], [3.255, 0.251, 1.961], [-4.138, 1.153, -1.517], [4.130, 5.854, -2.977], [-1.129, -3.096, -6.176], [1.609, -3.429, -6.350], [6.592, -0.773, 2.236], [3.629, 3.919, -4.535], [5.594, 2.347, -6.444], [0.310, -1.192, -0.464], [4.675, 3.866, -4.232], [-4.265, -1.396, 1.695], [-0.054, -5.965, -6.125], [-3.269, -0.741, 4.891], [2.846, -1.502, 5.372], [5.469, 0.588, 1.933], [2.719, 0.477, -3.372], [-5.018, 3.009, -3.160], [-2.280, 5.211, -0.734], [6.021, -0.832, -1.613], [4.007, 1.771, -6.048], [-3.962, 0.337, 3.081], [-7.758, 2.904, -3.111], [5.256, 0.768, -5.834], [0.058, -4.900, -6.329], [-2.587, -3.337, 1.628], [-2.050, -0.494, 3.762], [-1.103, -6.701, 1.223], [2.625, 6.008, -3.112], [-2.872, -6.935, 3.062], [1.507, -4.255, -4.223], [0.915, -5.798, 0.244], [2.070, -1.634, -2.515], [0.124, -4.820, -1.996], [-2.919, 0.011, 4.184], [-4.763, -1.708, 3.405], [-2.049, -4.495, -5.928], [6.749, 4.976, -2.878], [6.208, 2.281, -3.988], [2.167, 5.845, -4.088], [-1.807, 3.913, 5.520], [5.828, 0.026, -0.970], [1.412, -4.335, -5.776], [-1.236, -3.762, 0.453], [-5.493, 3.210, -2.201], [0.400, -4.613, 3.884], [-5.488, 3.881, 1.920], [4.043, 2.611, -1.743], [-4.903, -7.025, 4.376], [-4.465, 2.639, -1.165], [4.576, 1.835, -3.606], [-1.762, -0.924, 0.590], [-1.139, -4.890, 2.453], [0.860, -5.734, 1.331], [6.057, 5.020, -1.303], [2.137, 3.151, -2.968], [3.743, 3.659, -1.765], [2.358, -1.727, -4.257], [-0.657, 0.072, 5.615]], "mulliken_charge": [-0.76, -0.71, -0.27, 0.39, 0.45, -0.19, 0.53, 0.48, 0.34, 0.46, 0.20, 0.49, 0.47, -0.57, -0.09, 0.33, 0.46, 0.47, -0.45, 0.53, 0.29, 0.38, -0.64, 0.41, 0.36, 0.52, -0.88, 0.39, 0.41, 0.38, -0.89, 0.38, 0.91, 0.53, 0.18, -0.44, 0.63, -1.18, 1.45, 1.20, 0.30, -0.46, -0.59, -0.18, -0.21, 0.20, 0.33, 0.66, 0.40, -0.48, 0.46, 0.20, 0.56, 0.41, -0.17, 0.04, -0.04, -1.80, -1.50, 0.30, -0.13, -0.25, 0.39, 0.30, -0.93, -0.09, -0.02, -1.70, 0.62, 0.44, 0.37, 0.41, -1.03, 0.37, 0.17, 0.38, -0.72, 0.44, 0.50, 0.42, 0.36, 0.71, 0.40, -0.97, -1.02, 0.47, 0.34, -1.04, 0.41, -0.68, -0.59, -0.20, 0.19, 0.41, -1.37, -0.57, 0.16, -0.80, 0.56, 0.44, -1.20, 0.36, 0.56, 0.41, 0.19, 0.35, -0.10, 0.46, 0.02, -0.72, -0.03, -0.86, -0.51, 0.22, 0.29, 0.38, -0.82, 0.51, -0.43, -1.11, 0.25, 0.15, -0.65, 0.38, -1.04, -0.59, 0.30, 0.28, 0.46, 0.40, 0.40, 0.04, -0.81, 0.24, 0.34, 0.59, 0.54, 0.44, -0.15, 0.40, 0.49, 0.53, 0.35, 1.54, -1.48, 0.45, -0.78, 0.46, 0.09, 0.44, -0.82, 0.37, -0.53, 0.20, -0.36, 0.76, -0.87, 0.53, 0.45, 0.34, 0.29, 0.44, 0.32, 0.24, -0.78, 0.15, -0.74, 0.47, 0.50, -0.57, 0.37, 0.34, -0.63, -0.69, 0.58, -1.02, 0.44, 0.03, -0.08, 0.44, 0.27]}